Entry from the Open Molecules 2025 dataset: a 5-piece molecular cluster, C22H45BNO15S4 overall in a non-equilibrium geometry (ωB97M-V/def2-TZVPD).

Properties
- Total charge: -1
- Kohn-Sham gap: 6.7371 eV
- Molecular weight: 702.7 g mol⁻¹

Positions of all 88 atoms, in Å:
1 N -1.576 0.966 2.378
2 C -0.747 0.816 1.198
3 O 0.452 0.958 1.299
4 C -1.516 0.533 -0.077
5 C -1.354 -0.945 -0.586
6 B 0.045 -0.996 -1.481
7 O 0.624 -2.420 -1.516
8 C 1.830 -2.503 -2.016
9 O 2.568 -3.456 -1.783
10 C 2.401 -1.397 -2.905
11 C 2.062 -1.370 -4.242
12 C 2.549 -0.360 -5.041
13 C 3.354 0.614 -4.507
14 C 3.714 0.585 -3.175
15 C 3.222 -0.428 -2.388
16 H -1.993 0.047 2.513
17 H -0.915 1.166 3.126
18 H -1.047 1.150 -0.858
19 H -2.569 0.852 -0.015
20 H -1.292 -1.649 0.259
21 H -2.189 -1.138 -1.271
22 H 0.826 -0.266 -0.912
23 H -0.241 -0.578 -2.589
24 H 1.415 -2.162 -4.611
25 H 2.245 -0.341 -6.085
26 H 3.688 1.405 -5.176
27 H 4.362 1.368 -2.793
28 H 3.459 -0.469 -1.329
29 O -0.005 -0.641 -8.004
30 S -0.732 -0.442 -9.215
31 O -1.935 -1.167 -9.487
32 O 0.268 -0.615 -10.450
33 C 1.004 -1.847 -10.551
34 C 0.135 -3.004 -11.004
35 C -1.055 1.276 -9.426
36 H 1.497 -2.069 -9.603
37 H 1.787 -1.671 -11.288
38 H -0.622 -3.246 -10.259
39 H 0.742 -3.895 -11.168
40 H -0.388 -2.753 -11.928
41 H -0.138 1.833 -9.251
42 H -1.811 1.553 -8.695
43 H -1.430 1.443 -10.433
44 O -5.348 4.217 -2.164
45 S -5.132 3.598 -0.891
46 O -4.474 2.339 -0.781
47 O -6.527 3.528 -0.110
48 C -7.627 2.868 -0.758
49 C -7.473 1.359 -0.761
50 C -4.330 4.739 0.183
51 H -7.754 3.256 -1.771
52 H -8.518 3.141 -0.194
53 H -6.623 1.049 -1.368
54 H -8.368 0.885 -1.167
55 H -7.300 0.989 0.250
56 H -4.841 5.697 0.131
57 H -3.303 4.837 -0.163
58 H -4.344 4.339 1.194
59 O 0.155 2.099 4.901
60 S 0.939 3.059 5.611
61 O 2.147 3.587 5.062
62 O 1.236 2.486 7.068
63 C 1.875 1.193 7.143
64 C 3.345 1.252 6.784
65 C -0.087 4.407 6.095
66 H 1.342 0.478 6.515
67 H 1.767 0.858 8.174
68 H 3.488 1.525 5.739
69 H 3.812 0.284 6.945
70 H 3.858 2.003 7.387
71 H -0.999 4.018 6.541
72 H -0.319 4.973 5.195
73 H 0.459 5.031 6.797
74 O 2.894 -1.854 7.239
75 S 2.373 -3.162 6.968
76 O 1.513 -3.818 7.906
77 O 3.586 -4.132 6.608
78 C 4.663 -4.253 7.552
79 C 4.278 -5.079 8.765
80 C 1.599 -3.167 5.388
81 H 5.020 -3.263 7.843
82 H 5.476 -4.745 7.021
83 H 3.507 -4.584 9.353
84 H 5.145 -5.236 9.409
85 H 3.881 -6.047 8.458
86 H 2.259 -2.694 4.665
87 H 0.673 -2.602 5.479
88 H 1.381 -4.194 5.106



Entry from the Open Molecules 2025 dataset: C44H56BN9O4S4Tc as an isolated structure in a non-equilibrium geometry (ωB97M-V/def2-TZVPD).

Properties
- Multiplicity: 4
- Energy above the lowest of the compared OMol25 structures with the same formula, charge and spin: 21.6 kcal per mole
- Total charge: +2
- Kohn-Sham gap (alpha / beta): 4.6802 / 3.7330 eV
- Molecular weight: 1012.1 g mol⁻¹

Positions of all 119 atoms, in Å:
1 Tc 0.497 -0.478 -0.893
2 C 3.904 -3.317 0.713
3 C 3.140 -4.555 1.208
4 C 3.997 -5.264 2.255
5 C 2.846 -5.533 0.067
6 N 1.840 -4.152 1.838
7 C 1.439 -4.607 3.076
8 C 0.185 -4.170 3.284
9 N -0.201 -3.430 2.190
10 B -1.653 -2.917 2.128
11 N -1.943 -1.499 2.711
12 C -3.231 -1.070 2.653
13 C -3.334 0.086 3.346
14 N -2.108 0.388 3.859
15 C -1.238 -0.608 3.474
16 S 0.372 -0.829 3.933
17 C -1.999 1.586 4.765
18 C -0.574 1.986 5.117
19 C -2.675 2.756 4.040
20 C -2.752 1.238 6.053
21 N -2.189 -3.076 0.671
22 C -2.693 -4.300 0.306
23 C -3.271 -4.175 -0.902
24 N -3.117 -2.868 -1.307
25 C -2.406 -2.211 -0.344
26 S -1.866 -0.551 -0.381
27 C -3.740 -2.334 -2.562
28 C -4.449 -3.472 -3.290
29 C -2.653 -1.777 -3.476
30 C -4.769 -1.264 -2.187
31 C 0.819 -3.427 1.306
32 S 0.815 -2.848 -0.333
33 H 4.962 -3.560 0.620
34 H 3.801 -2.496 1.425
35 H 3.540 -3.002 -0.260
36 H 4.951 -5.521 1.800
37 H 3.540 -6.195 2.590
38 H 4.196 -4.621 3.114
39 H 3.785 -5.872 -0.370
40 H 2.247 -5.066 -0.712
41 H 2.310 -6.406 0.442
42 H 2.054 -5.206 3.719
43 H -0.469 -4.317 4.124
44 H -2.314 -3.655 2.800
45 H -3.993 -1.633 2.142
46 H -4.201 0.695 3.523
47 H 0.040 2.164 4.237
48 H -0.085 1.235 5.726
49 H -0.618 2.907 5.700
50 H -2.295 2.850 3.022
51 H -2.464 3.679 4.577
52 H -3.758 2.647 3.995
53 H -2.248 0.426 6.579
54 H -3.778 0.934 5.847
55 H -2.778 2.108 6.708
56 H -2.627 -5.159 0.950
57 H -3.779 -4.912 -1.493
58 H -3.751 -4.260 -3.576
59 H -4.880 -3.068 -4.204
60 H -5.264 -3.894 -2.701
61 H -1.868 -2.521 -3.630
62 H -2.216 -0.895 -3.031
63 H -3.083 -1.511 -4.442
64 H -5.531 -1.686 -1.530
65 H -5.260 -0.901 -3.089
66 H -4.304 -0.422 -1.680
67 N 2.707 -0.241 -1.290
68 C 3.294 0.626 -0.253
69 C 2.327 0.822 0.924
70 O 2.628 1.639 1.778
71 O 1.244 0.114 0.901
72 H 3.141 -1.157 -1.267
73 H 2.884 0.141 -2.213
74 H 3.509 1.615 -0.652
75 H 4.220 0.218 0.151
76 S 0.410 0.368 -5.373
77 C -0.043 0.292 -3.734
78 N 0.427 -0.701 -3.025
79 C 1.240 -1.516 -3.826
80 C 1.928 -2.671 -3.446
81 C 2.728 -3.309 -4.372
82 C 2.844 -2.841 -5.684
83 C 2.146 -1.724 -6.091
84 C 1.356 -1.070 -5.152
85 H -0.687 1.055 -3.330
86 H 1.818 -3.067 -2.448
87 H 3.275 -4.193 -4.074
88 H 3.484 -3.357 -6.386
89 H 2.206 -1.358 -7.107
90 C 2.798 4.570 -2.282
91 O 1.617 5.279 -1.929
92 C 1.789 6.229 -0.962
93 C 2.051 7.537 -1.336
94 C 2.266 8.517 -0.382
95 C 2.243 8.192 0.965
96 C 1.974 6.893 1.354
97 C 1.710 5.910 0.404
98 N 1.486 4.582 0.881
99 C 0.691 3.637 0.434
100 C -0.439 3.711 -0.406
101 C -1.293 4.831 -0.473
102 C -2.475 4.757 -1.156
103 C -2.815 3.564 -1.812
104 C -1.982 2.471 -1.802
105 C -0.742 2.507 -1.123
106 O 0.167 1.580 -1.197
107 H 3.537 5.230 -2.742
108 H 2.490 3.810 -2.998
109 H 3.251 4.083 -1.411
110 H 2.096 7.771 -2.392
111 H 2.466 9.533 -0.695
112 H 2.434 8.949 1.712
113 H 1.949 6.629 2.404
114 H 2.083 4.309 1.653
115 H 0.927 2.652 0.810
116 H -1.029 5.735 0.062
117 H -3.149 5.601 -1.185
118 H -3.753 3.505 -2.349
119 H -2.283 1.570 -2.320



Entry from the Open Molecules 2025 dataset: a 4-piece molecular cluster, C43H74ClN3O2 overall (ωB97M-V/def2-TZVPD).

Properties
- SMILES: CCCCCCCCCCCc1ccc2c(c1)C(=O)c1ccc(Cl)cc1C2=O.CCN(CC)CC.CCN(CC)CC.CCN(CC)CC
- Total charge: 0
- Kohn-Sham gap: 7.3792 eV
- Molecular weight: 700.5 g mol⁻¹

Positions of all 123 atoms, in Å:
1 C 2.218 -0.249 2.786
2 C 0.885 -0.906 2.388
3 C 0.496 -0.610 0.935
4 C -0.135 0.791 0.778
5 C -1.516 0.818 0.082
6 C -2.643 1.534 0.853
7 C -2.832 3.020 0.482
8 C -2.616 3.996 1.640
9 C -1.241 3.851 2.317
10 C -0.543 5.182 2.629
11 C 0.346 5.610 1.433
12 C 1.797 5.296 1.657
13 C 2.539 5.959 2.636
14 C 3.852 5.613 2.898
15 C 4.438 4.562 2.201
16 C 3.714 3.905 1.207
17 C 2.412 4.286 0.925
18 C 4.361 2.781 0.471
19 O 4.114 2.530 -0.686
20 C 5.323 1.984 1.287
21 C 5.498 0.624 1.071
22 C 6.358 -0.099 1.882
23 C 7.054 0.559 2.884
24 Cl 8.123 -0.347 3.902
25 C 6.920 1.923 3.095
26 C 6.037 2.633 2.296
27 C 5.821 4.099 2.503
28 O 6.701 4.831 2.897
29 H 2.749 -0.859 3.517
30 H 2.874 -0.133 1.922
31 H 2.070 0.737 3.226
32 H 0.107 -0.519 3.049
33 H 0.956 -1.984 2.544
34 H 1.421 -0.640 0.355
35 H -0.183 -1.369 0.549
36 H -0.233 1.244 1.766
37 H 0.551 1.435 0.225
38 H -1.406 1.338 -0.872
39 H -1.824 -0.199 -0.163
40 H -3.573 1.005 0.641
41 H -2.478 1.436 1.929
42 H -3.839 3.182 0.093
43 H -2.149 3.289 -0.329
44 H -2.745 5.013 1.260
45 H -3.402 3.835 2.382
46 H -1.339 3.249 3.221
47 H -0.597 3.303 1.627
48 H -1.291 5.956 2.810
49 H 0.056 5.087 3.534
50 H 0.192 6.665 1.207
51 H 0.004 5.037 0.572
52 H 2.078 6.754 3.209
53 H 4.422 6.137 3.654
54 H 1.867 3.765 0.147
55 H 4.950 0.149 0.268
56 H 6.488 -1.162 1.739
57 H 7.489 2.414 3.870
58 C -1.622 6.361 -1.650
59 C -2.753 5.813 -2.505
60 N -4.039 5.854 -1.830
61 C -5.068 5.083 -2.503
62 C -5.523 5.537 -3.896
63 C -4.444 7.154 -1.323
64 C -4.559 8.313 -2.323
65 H -1.584 5.832 -0.698
66 H -0.668 6.216 -2.160
67 H -1.725 7.427 -1.449
68 H -2.544 4.762 -2.723
69 H -2.754 6.334 -3.476
70 H -5.937 5.037 -1.842
71 H -4.697 4.056 -2.580
72 H -6.159 6.420 -3.853
73 H -6.103 4.741 -4.367
74 H -4.678 5.756 -4.550
75 H -3.737 7.445 -0.542
76 H -5.399 7.021 -0.809
77 H -3.717 8.336 -3.015
78 H -4.567 9.263 -1.786
79 H -5.476 8.265 -2.909
80 C -2.640 -2.780 1.962
81 C -3.251 -4.059 1.413
82 N -2.592 -4.525 0.205
83 C -3.312 -5.590 -0.472
84 C -3.459 -6.938 0.244
85 C -1.153 -4.693 0.301
86 C -0.604 -5.656 1.364
87 H -2.642 -1.992 1.207
88 H -3.218 -2.431 2.818
89 H -1.614 -2.927 2.301
90 H -4.296 -3.868 1.157
91 H -3.264 -4.815 2.215
92 H -2.833 -5.752 -1.441
93 H -4.313 -5.206 -0.694
94 H -2.532 -7.510 0.238
95 H -4.214 -7.541 -0.265
96 H -3.781 -6.819 1.279
97 H -0.709 -3.709 0.469
98 H -0.795 -5.001 -0.685
99 H -1.111 -5.535 2.322
100 H 0.457 -5.455 1.528
101 H -0.692 -6.699 1.064
102 C 3.200 -7.195 -0.636
103 C 3.359 -7.735 -2.049
104 N 2.186 -8.447 -2.525
105 C 2.419 -9.189 -3.751
106 C 2.747 -8.402 -5.026
107 C 0.938 -7.709 -2.453
108 C 0.844 -6.372 -3.202
109 H 2.938 -7.994 0.058
110 H 4.139 -6.747 -0.307
111 H 2.433 -6.421 -0.574
112 H 4.189 -8.447 -2.057
113 H 3.659 -6.907 -2.711
114 H 1.540 -9.814 -3.934
115 H 3.241 -9.883 -3.552
116 H 1.869 -7.911 -5.443
117 H 3.129 -9.085 -5.787
118 H 3.512 -7.645 -4.852
119 H 0.720 -7.524 -1.398
120 H 0.141 -8.374 -2.796
121 H 1.741 -5.765 -3.069
122 H 0.000 -5.798 -2.811
123 H 0.676 -6.501 -4.270



Entry from the Open Molecules 2025 dataset: CH3IO3S in the gas phase in a non-equilibrium geometry (ωB97M-V/def2-TZVPD).

Properties
- Energy above the lowest of the compared OMol25 structures with the same formula, charge and spin: 9.1 kcal per mole
- Total charge: 0
- Kohn-Sham gap: 8.9431 eV
- Molecular weight: 222.0 g mol⁻¹

Positions of all 9 atoms, in Å:
1 C 0.036 0.460 0.032
2 O 3.059 2.393 1.050
3 O 0.318 0.872 -1.273
4 O 1.009 0.959 0.893
5 S 2.420 1.488 0.116
6 I 3.770 -0.588 0.053
7 H -0.738 1.029 0.390
8 H 0.048 -0.579 0.048
9 H -0.405 0.739 -1.941



Entry from the Open Molecules 2025 dataset: an isolated ion of composition C2HBrClO2 and charge -1 in a non-equilibrium geometry (ωB97M-V/def2-TZVPD).

Properties
- SMILES: O=C([O-])[C@@H](Cl)Br
- Energy above the lowest of the compared OMol25 structures with the same formula, charge and spin: 0.0 kcal per mole
- Total charge: -1
- Kohn-Sham gap: 7.6993 eV
- Molecular weight: 172.4 g mol⁻¹

Positions of all 7 atoms, in Å:
1 C -0.530 1.024 0.081
2 C 0.268 -0.596 0.069
3 O 0.178 1.965 0.031
4 O -1.698 0.792 0.227
5 Cl 0.082 -1.047 -1.711
6 Br 2.106 -0.691 0.622
7 H -0.406 -1.448 0.681



Entry from the Open Molecules 2025 dataset: C37H45N3O2P2Sr as an isolated structure (ωB97M-V/def2-TZVPD).

Properties
- Energy above the lowest of the compared OMol25 structures with the same formula, charge and spin: 0.0 kcal per mole
- Total charge: 0
- Kohn-Sham gap: 7.1779 eV
- Molecular weight: 713.4 g mol⁻¹

Positions of all 90 atoms, in Å:
1 Sr -0.200 0.203 0.308
2 C -4.095 -0.286 -2.968
3 C -2.686 0.238 -2.930
4 C -2.425 1.580 -2.685
5 C -1.125 2.071 -2.713
6 C -0.064 1.223 -3.000
7 C -0.311 -0.127 -3.227
8 C -1.609 -0.613 -3.178
9 H -4.441 -0.364 -4.001
10 H -4.779 0.373 -2.435
11 H -4.157 -1.279 -2.523
12 H -3.249 2.251 -2.468
13 H -0.943 3.124 -2.530
14 H 0.949 1.594 -3.044
15 H 0.511 -0.799 -3.431
16 H -1.792 -1.668 -3.346
17 C -0.720 3.203 3.189
18 P -0.592 3.177 1.356
19 C -2.132 4.052 0.901
20 C 0.722 4.448 1.134
21 C 0.563 5.735 1.652
22 C 1.561 6.685 1.536
23 C 2.750 6.355 0.900
24 C 2.920 5.084 0.381
25 C 1.918 4.117 0.480
26 P 2.176 2.440 -0.256
27 C 3.683 1.883 0.632
28 C 2.913 2.861 -1.879
29 H -0.952 4.198 3.570
30 H 0.227 2.871 3.616
31 H -1.496 2.498 3.489
32 H -2.289 4.965 1.477
33 H -2.958 3.366 1.084
34 H -2.113 4.291 -0.162
35 H -0.357 5.999 2.160
36 H 1.416 7.677 1.944
37 H 3.541 7.088 0.806
38 H 3.854 4.845 -0.114
39 H 4.481 2.626 0.593
40 H 4.025 0.965 0.152
41 H 3.445 1.674 1.676
42 H 3.810 3.471 -1.781
43 H 2.184 3.397 -2.489
44 H 3.178 1.919 -2.365
45 N -2.143 0.357 1.973
46 C -2.689 0.492 0.804
47 H -2.777 0.314 2.775
48 C -4.995 2.045 2.554
49 C -5.188 0.757 1.755
50 C -5.252 -0.475 2.666
51 C -4.184 0.614 0.596
52 H -5.735 2.124 3.353
53 H -5.109 2.920 1.911
54 H -4.005 2.096 3.014
55 H -6.172 0.838 1.278
56 H -4.499 -0.452 3.456
57 H -5.099 -1.394 2.097
58 H -6.225 -0.541 3.157
59 H -4.329 1.450 -0.103
60 H -4.460 -0.272 0.011
61 O 3.614 -0.489 -2.075
62 C 2.911 -1.328 -1.537
63 N 3.231 -2.658 -1.417
64 C 2.262 -3.390 -0.634
65 C 1.263 -2.232 -0.385
66 O 0.208 -2.328 0.276
67 N 1.671 -1.104 -0.964
68 C 1.599 -4.520 -1.429
69 C 2.226 -5.053 -2.549
70 C 1.653 -6.107 -3.247
71 C 0.441 -6.638 -2.837
72 C -0.193 -6.107 -1.722
73 C 0.381 -5.059 -1.020
74 C 2.842 -3.943 0.671
75 C 4.189 -4.283 0.751
76 C 4.716 -4.837 1.908
77 C 3.903 -5.059 3.007
78 C 2.559 -4.726 2.936
79 C 2.030 -4.177 1.778
80 H 4.150 -2.978 -1.658
81 H 3.162 -4.635 -2.895
82 H 2.156 -6.508 -4.118
83 H -0.009 -7.457 -3.383
84 H -1.144 -6.509 -1.397
85 H -0.126 -4.644 -0.161
86 H 4.849 -4.123 -0.092
87 H 5.767 -5.094 1.946
88 H 4.314 -5.490 3.912
89 H 1.913 -4.894 3.789
90 H 0.983 -3.914 1.736



Q: Look up the total charge of the fourth one.
A: 0